Entry 1:
63
Properties=species:S:1:pos:R:3:forces:R:3:nbo_charge:R:1 method="wB97M-V/def2-TZVPD" total_charge=+1 homo_ha="-0.4029 / -0.4028" gap_ev="6.52 / 6.52"
V 0.41639 -1.17240 -1.76274 0.149 -0.191 -0.752 0.3830
Cl -3.24394 -4.97062 3.04536 0.025 0.046 -0.031 0.0500
C -2.13945 -4.01932 2.11627 -0.162 -0.033 -0.001 -0.0016
C -0.80497 -4.09530 2.38241 0.187 0.120 -0.085 -0.2416
C 0.12244 -3.32596 1.63239 0.009 -0.169 0.569 -0.1631
I 2.14964 -3.48055 2.00226 0.075 0.028 0.003 0.2324
C -0.33750 -2.48403 0.67510 0.460 0.633 -0.954 0.1944
O 0.46346 -1.71324 -0.11853 0.030 -0.781 1.803 -0.5886
C -1.70771 -2.44485 0.34501 -0.140 0.103 -0.397 0.1820
N -2.01914 -1.70750 -0.75572 0.053 -0.116 0.046 -0.4556
C -3.27147 -1.66866 -1.13170 -0.089 -0.017 0.033 0.1008
C -4.30121 -2.34889 -0.43927 0.060 0.098 -0.118 -0.2476
C -3.98675 -3.11143 0.64685 0.006 -0.092 0.105 -0.1046
C -2.63761 -3.20004 1.06524 -0.183 -0.027 0.073 -0.1284
H -0.45101 -4.75010 3.16562 0.021 -0.003 -0.006 0.2544
H -3.49396 -1.08353 -2.01889 0.005 -0.027 0.010 0.2151
H -5.32127 -2.27599 -0.79080 0.035 0.024 0.002 0.2418
H -4.74983 -3.66028 1.18281 0.020 -0.001 -0.019 0.2456
S 2.26400 -1.18966 -6.12095 0.027 -0.155 0.023 -0.6748
Sb 1.49995 0.08121 -4.46558 -0.081 -0.021 -0.219 1.3813
S -0.64557 -0.91864 -3.64115 -0.052 0.268 -0.327 -0.2831
S 2.44274 -0.91831 -2.28475 -0.279 -0.135 0.057 -0.1316
S 1.57154 2.27914 -4.27911 -0.023 0.086 0.092 -0.6251
N 0.66493 -3.79563 -4.64792 -0.141 -0.044 -0.190 -0.7322
C 1.14605 -4.01228 -3.44254 0.008 0.067 -0.008 0.3796
N 2.38432 -4.46986 -3.29746 -0.115 0.004 0.089 -0.7511
S 0.16280 -3.72481 -2.04843 0.133 0.014 -0.015 -0.1400
H 1.25349 -3.75222 -5.46876 0.040 0.076 0.046 0.4288
H -0.25377 -3.38712 -4.72306 0.047 -0.012 0.002 0.4340
H 2.98247 -4.67315 -4.08197 0.005 0.024 -0.019 0.4148
H 2.73021 -4.61124 -2.36406 0.039 -0.004 -0.008 0.4299
C 0.87879 4.73302 0.09758 -0.017 -0.026 0.045 -0.6083
C 2.17534 4.62769 -0.70144 -0.032 0.012 -0.035 -0.4018
C 3.13169 3.52193 -0.25917 0.003 0.043 0.021 -0.4053
C 2.62066 2.11017 -0.49181 -0.167 -0.052 0.169 -0.2400
N 1.65115 1.69893 0.54492 0.143 -0.101 -0.290 -0.5506
C 0.47497 1.14517 0.33217 0.104 0.104 -0.119 0.4011
S -0.19103 1.01764 -1.30092 -0.183 0.120 0.413 0.0345
N -0.26389 0.71741 1.34191 -0.125 0.142 0.027 -0.5558
C 0.11545 0.78136 2.75608 -0.066 -0.071 -0.126 -0.2393
C -0.03682 2.16633 3.38313 0.005 0.044 -0.058 -0.4148
C -1.47227 2.55361 3.73377 -0.061 0.005 -0.023 -0.3986
C -2.38580 2.80933 2.53644 0.020 0.001 -0.050 -0.6071
H 0.31733 5.62050 -0.19475 0.022 -0.002 -0.003 0.2281
H 1.07983 4.81293 1.17088 0.000 -0.007 -0.027 0.1946
H 0.22070 3.87564 -0.06342 0.026 0.030 -0.010 0.1895
H 2.70969 5.57692 -0.63519 -0.012 0.020 -0.006 0.2164
H 1.93812 4.47931 -1.75915 0.017 0.013 0.010 0.2137
H 3.39918 3.64906 0.79803 0.009 -0.002 -0.030 0.1955
H 4.06496 3.61463 -0.81902 -0.020 0.016 0.011 0.2330
H 3.43881 1.38961 -0.48072 0.035 -0.005 0.065 0.2130
H 2.12317 2.03289 -1.45852 0.018 0.025 -0.007 0.2520
H 1.93817 1.83795 1.50319 0.051 -0.013 0.013 0.4116
H -1.17781 0.37996 1.08275 0.016 -0.024 0.049 0.4293
H 1.14213 0.41568 2.84302 0.022 -0.013 -0.013 0.2092
H -0.51047 0.05592 3.27609 -0.005 -0.004 0.024 0.2279
H 0.38466 2.92071 2.70778 -0.003 -0.006 0.050 0.2013
H 0.57184 2.18306 4.29011 -0.013 -0.013 0.003 0.2283
H -1.43280 3.45763 4.34355 -0.011 0.010 0.004 0.2205
H -1.90502 1.77643 4.37180 0.012 0.021 0.008 0.2013
H -1.94393 3.53697 1.84950 -0.004 -0.037 0.031 0.2097
H -3.34884 3.20464 2.86008 0.036 -0.001 0.023 0.2288
H -2.59725 1.90225 1.96541 0.011 0.009 0.027 0.1834


Entry 2:
8
Properties=species:S:1:pos:R:3:forces:R:3:nbo_charge:R:1 method="wB97M-V/def2-TZVPD" total_charge=0 homo_ha="-0.3403 / -0.3104" gap_ev="8.73 / 7.37"
C 1.35883 0.45665 -0.47805 -1.354 0.422 1.058 -0.4036
C -0.96605 -0.61724 0.42990 0.322 0.534 2.826 0.1811
F -0.79645 -1.46028 1.54037 0.243 0.871 -1.583 -0.3531
Cl 1.32964 -0.01493 -2.08552 0.272 -0.379 0.144 0.1091
Cl -1.81070 -1.36073 -0.78320 -0.399 -0.857 -1.328 0.0854
Cl -1.73205 0.84495 1.01762 0.128 -0.265 -0.091 0.0053
Br 0.99379 2.22635 -0.06752 0.318 0.308 -0.253 0.1378
H 1.62299 -0.07477 0.42639 0.471 -0.633 -0.772 0.2379


Entry 3:
39
Properties=species:S:1:pos:R:3:forces:R:3:nbo_charge:R:1 method="wB97M-V/def2-TZVPD" total_charge=0 homo_ha=-0.3125 gap_ev=8.07
O -4.69565 -2.20473 -0.49198 -0.038 -0.267 -0.121 -0.3746
N -4.67315 -1.19167 0.17314 -0.422 -0.315 0.047 0.5306
O -5.51144 -0.88708 0.99500 -0.230 0.020 0.203 -0.3791
C -3.57789 -0.27876 -0.03412 0.999 0.824 -0.190 0.0052
C -2.56238 -0.61790 -0.91838 -0.326 -0.103 0.089 -0.1763
C -1.51915 0.26416 -1.11345 -0.086 0.214 0.030 -0.1612
C -1.48331 1.47698 -0.43171 -0.133 0.012 -0.197 -0.0258
C -2.50946 1.80300 0.45019 0.175 -0.098 -0.202 -0.2173
C -3.55769 0.92947 0.65310 -0.231 -0.280 0.050 -0.1718
H -4.36281 1.16310 1.33260 -0.021 0.006 0.013 0.2498
H -2.48354 2.74481 0.97765 -0.025 0.123 0.069 0.2166
C -0.30245 2.40284 -0.59839 -0.119 0.216 0.680 0.0879
O 0.36557 2.23360 -1.82375 0.171 -0.081 -0.210 -0.7177
H -0.26905 2.33068 -2.54223 0.022 -0.004 0.026 0.4813
H -0.63238 3.44968 -0.48873 0.017 -0.182 0.030 0.1757
C 0.71681 2.10598 0.53834 0.194 0.530 -0.386 -0.0923
N 0.92212 0.68832 0.58205 0.083 -0.418 0.178 -0.5084
C 1.91244 0.09331 0.05013 0.005 0.364 0.036 0.1552
C 1.99818 -1.35033 0.04930 -0.031 -0.434 -0.020 -0.1590
C 3.11368 -1.97388 -0.51826 -0.169 -0.028 0.086 -0.1565
C 3.21589 -3.34630 -0.56351 0.218 -0.039 -0.107 -0.2688
C 2.19196 -4.12859 -0.04122 -0.065 0.139 0.031 -0.1608
C 1.08065 -3.54058 0.52392 -0.102 0.043 0.058 -0.2796
C 0.96619 -2.15114 0.58409 0.125 0.032 -0.059 0.3563
O -0.12663 -1.61844 1.14539 -0.015 -0.259 0.063 -0.6810
H -0.01987 -0.63439 1.10486 0.048 0.116 -0.035 0.5124
H 0.27894 -4.13451 0.93377 -0.097 -0.062 0.052 0.2264
H 2.26603 -5.20519 -0.07691 -0.007 -0.095 0.002 0.2152
H 4.08407 -3.81291 -1.00285 0.074 -0.028 -0.037 0.2148
H 3.90228 -1.35586 -0.92335 0.081 0.077 -0.049 0.2090
H 2.73807 0.61677 -0.43459 0.006 0.141 0.013 0.1760
C 1.96797 2.98384 0.35890 -0.459 -0.099 -0.181 -0.0801
O 2.97271 2.69631 1.29526 0.266 -0.079 0.373 -0.7092
H 2.61433 2.79049 2.18510 0.055 -0.008 -0.056 0.4657
H 1.65801 4.03738 0.42057 0.004 -0.097 -0.114 0.1682
H 2.40610 2.81442 -0.62532 -0.049 0.088 0.063 0.1979
H 0.22722 2.36390 1.48974 0.025 0.116 -0.187 0.1987
H -0.71260 0.01001 -1.78433 0.051 -0.053 -0.033 0.2253
H -2.59975 -1.56683 -1.43003 0.005 -0.035 -0.006 0.2510


Entry 4:
81
Properties=species:S:1:pos:R:3:forces:R:3:mulliken_charge:R:1 method="wB97M-V/def2-TZVPD" total_charge=-1 homo_ha=-0.0964 gap_ev=4.07
C 5.71936 0.16012 0.14223 -0.116 0.172 -0.074 -1.7231
C 4.93133 -0.60039 1.21510 -0.325 0.129 -0.001 2.3832
C 4.88206 -2.07286 0.81637 -0.079 -0.024 -0.072 -2.1613
C 5.66961 -0.49241 2.55506 -0.117 0.147 0.107 -1.7158
C 3.50816 -0.00605 1.34498 -0.231 -0.707 -0.175 -0.3470
C 2.37893 -0.73809 1.10829 1.002 -0.017 0.192 -0.4342
C 1.05855 -0.19142 1.24735 -1.512 -1.202 -0.288 -0.1125
C -0.07332 -0.99548 1.04797 2.178 0.860 0.584 -1.5993
C -1.41458 -0.50444 1.08129 -1.670 0.661 -0.226 0.3603
C -1.78314 0.71576 0.44249 0.163 -0.659 0.570 -1.2241
C -3.05641 1.24760 0.55866 -0.197 -0.766 0.580 0.8495
C -4.03512 0.55613 1.33265 1.252 -0.526 -0.175 0.5262
N -5.29209 1.06853 1.46727 -0.835 0.585 0.464 0.0550
C -5.74675 2.16621 0.64514 0.143 -0.051 -0.232 -0.6233
C -4.65134 3.19834 0.45911 0.124 0.040 0.066 -0.8862
C -3.39515 2.54261 -0.11083 -0.042 0.421 -0.548 -0.8131
C -6.35870 0.29046 2.05316 0.109 -0.222 -0.101 -0.6347
C -5.85985 -0.50402 3.24432 0.117 -0.012 0.104 -0.8361
C -4.67589 -1.38061 2.84174 -0.406 -0.526 0.177 -0.9651
C -3.68585 -0.66872 1.97604 0.122 0.711 -0.558 0.6964
C -2.42288 -1.19925 1.79742 0.779 0.571 -0.333 -1.1158
C 0.94942 1.17449 1.67099 0.408 1.167 0.180 -0.4176
C 2.02952 1.98371 1.88535 -0.916 -0.147 -0.065 -0.6727
C 1.88004 3.46842 2.29169 0.046 -0.343 0.031 2.2996
C 2.52274 3.70470 3.66395 0.110 -0.108 0.031 -1.7818
C 0.41138 3.88298 2.38694 -0.075 -0.028 -0.025 -2.1832
C 2.56045 4.36651 1.25066 0.103 -0.125 -0.112 -1.7714
C 3.37749 1.41287 1.73406 1.177 0.791 0.057 1.5578
O 4.39406 2.11883 1.93670 -1.169 -0.782 -0.150 -0.8188
H 5.82263 1.20879 0.43203 0.047 -0.186 -0.163 0.3505
H 6.71438 -0.28510 0.03083 -0.094 0.039 -0.027 0.4568
H 5.19188 0.09828 -0.81663 0.161 0.034 0.069 0.3541
H 4.35535 -2.66260 1.57484 0.040 -0.031 -0.148 0.3851
H 4.39004 -2.19916 -0.15487 0.061 -0.103 0.157 0.4699
H 5.90379 -2.46098 0.73293 -0.142 0.061 0.013 0.4250
H 5.10872 -1.02555 3.33118 0.136 0.049 -0.006 0.3329
H 6.66495 -0.94152 2.46470 -0.095 0.019 0.031 0.4526
H 5.77245 0.55759 2.83986 0.036 -0.230 0.049 0.3502
H 2.45402 -1.78472 0.80054 -0.051 0.379 0.063 0.5490
H 0.07268 -2.07186 0.97283 0.055 0.130 -0.209 0.4686
H -1.03995 1.25248 -0.15442 -0.237 -0.270 0.132 0.7628
H -6.07417 1.78809 -0.34003 -0.014 0.119 0.059 0.2751
H -6.62034 2.60362 1.14096 0.112 0.011 -0.133 0.4020
H -5.01003 3.98312 -0.21155 0.067 0.005 0.066 0.3863
H -4.41357 3.66423 1.42360 -0.112 -0.095 -0.079 0.2877
H -2.54907 3.23623 -0.01504 -0.124 -0.153 -0.074 0.2719
H -3.53167 2.36967 -1.19135 0.036 0.033 0.242 0.3383
H -7.14708 0.99126 2.34863 0.050 -0.170 0.002 0.3978
H -6.78407 -0.39405 1.29755 -0.052 0.019 0.120 0.2744
H -5.54688 0.18087 4.04218 -0.097 -0.003 -0.148 0.2919
H -6.67516 -1.11929 3.63199 0.060 0.030 0.054 0.3835
H -4.17162 -1.74508 3.74545 -0.077 -0.005 -0.161 0.3941
H -5.04418 -2.27164 2.30935 0.030 0.148 0.121 0.3129
H -2.16117 -2.13896 2.29136 -0.102 0.222 -0.133 0.4588
H -0.05012 1.56935 1.84786 0.336 -0.164 -0.053 0.6831
H 3.59094 3.47699 3.62007 -0.195 0.056 0.110 0.3733
H 2.38594 4.75164 3.95938 0.026 -0.108 0.010 0.4459
H 2.04344 3.06116 4.41108 0.106 0.119 -0.008 0.3511
H -0.10158 3.74973 1.42595 -0.009 -0.011 0.185 0.3996
H -0.10851 3.31153 3.16534 -0.036 0.077 -0.168 0.3847
H 0.34971 4.94513 2.65459 0.041 -0.164 -0.038 0.4654
H 2.11597 4.19119 0.26377 0.112 0.099 0.081 0.3602
H 2.41685 5.41920 1.52141 0.011 -0.100 -0.049 0.4605
H 3.63037 4.14566 1.21067 -0.214 0.106 -0.084 0.3547
Cl -0.45033 -6.19248 -9.34187 -0.139 -0.344 -0.510 -0.2450
C -0.05285 -5.25016 -7.96337 0.297 0.971 1.233 0.3643
C -0.13198 -5.81227 -6.68469 0.189 0.353 0.091 -0.5584
C 0.19450 -5.04385 -5.55860 -0.052 -0.242 -0.661 -0.2326
C 0.59930 -3.72198 -5.71865 -0.260 0.458 0.368 -0.1649
S 1.00893 -2.73061 -4.23952 -2.894 1.236 -0.072 0.9575
C -0.47700 -1.96687 -3.81932 0.643 -2.274 -3.189 -0.6704
Cl -0.73185 -1.27689 -2.34165 -0.199 0.948 2.417 -0.1559
O 1.38402 -3.69474 -3.22908 0.911 -0.174 0.424 -0.6620
O 1.97076 -1.75951 -4.71840 1.212 -0.296 -0.158 -0.6546
C 0.66440 -3.14739 -6.98610 -0.128 -0.490 -0.294 -0.3176
C 0.33648 -3.91469 -8.11399 -0.015 -0.185 0.321 -0.5198
H -0.44254 -6.84327 -6.56788 0.013 0.028 -0.038 0.3730
H 0.14432 -5.48779 -4.56780 0.021 0.219 -0.123 0.4278
H -1.16313 -1.72324 -4.62674 0.420 0.075 0.091 0.3073
H 0.98202 -2.11466 -7.11026 -0.029 -0.210 0.162 0.3762
H 0.38800 -3.47945 -9.10525 -0.005 -0.043 0.046 0.3734


Calculated DFT total energy in order - -5421.0338, -4131.1283, -1104.9206, -2918.6314 hartree
Calculated relative energy (zero: lowest compared OMol25 entry of this formula, charge and spin) in order - 12.7, 131.4, 408.1, 0.0 kJ/mol